[1]
Density functional theory data (ωB97M-V with the def2-TZVPD basis set) for a 2-piece molecular cluster, C5H16N2O overall.

Geometry as XYZ:
```
24
C5H16N2O, DFT ωB97M-V with the def2-TZVPD basis set
N -1.3079 1.1963 2.1949
C 0.0342 1.7240 -0.7218
C -0.9169 0.6106 -0.1864
C -0.5455 0.3156 1.2709
C -1.0539 -1.2016 1.5184
N -0.0879 -2.0903 0.8142
C 1.2186 -2.5511 1.5284
H -1.4597 1.1253 3.1172
H -1.9936 1.8227 1.8741
H -0.3932 2.4047 -1.5179
H 0.5107 2.3687 0.1383
H 0.8830 1.1144 -1.2886
H -2.0583 1.0418 -0.0846
H -1.1778 -0.0697 -0.8801
H 0.5376 0.2416 1.4830
H -1.0582 -1.3444 2.5730
H -1.9629 -1.2840 1.0835
H -0.4258 -2.9174 0.3636
H 2.0634 -1.7415 1.4755
H 0.9773 -2.4195 2.5232
H 1.3467 -3.5444 0.9648
H 2.1775 0.8692 -6.0549
H 2.5261 2.5247 -6.2754
O 2.1663 1.8039 -5.9130
```

For the HOMO energy, the calculation gives -8.07 eV. As for the LUMO energy: 1.1 eV. The calculation puts the HOMO-LUMO gap at 9.2 eV. The spin multiplicity is 1. Its energy above the lowest of the compared OMol25 structures with the same formula, charge and spin is 95.4 kcal per mole. The total energy is -384.7060 Ha. As for the SMILES: CC[C@@H](N)CNC.O.

natural (NBO) population analysis, charges in e, atoms 1 to 5: -0.889 -0.624 -0.392 -0.028 -0.210

[2]
Density functional theory data (ωB97M-V with the def2-TZVPD basis set) for a 2-piece molecular cluster, C5H16N2O overall.

Geometry as XYZ:
```
24
C5H16N2O, DFT ωB97M-V with the def2-TZVPD basis set
N -0.2073 -3.1205 0.2980
C -0.8375 -1.8191 0.5685
C -0.0549 -0.6791 -0.1171
N -0.9407 0.5062 -0.0216
C -0.3146 1.7627 0.0815
C -0.5037 2.7459 -1.0478
C -1.6847 3.7156 -0.8498
H 0.7324 -3.1964 0.6502
H -0.3699 -3.5250 -0.6056
H -0.9508 -1.7519 1.6519
H -1.8073 -1.8507 0.0595
H -0.0679 -1.0727 -1.1491
H 0.9704 -0.5198 0.2311
H -1.6110 0.4918 -0.7790
H -0.6820 2.3637 0.9458
H 0.8060 1.8182 0.2967
H 0.4346 3.3728 -1.1168
H -0.5610 2.3069 -2.0620
H -2.0610 3.6739 0.1775
H -1.3578 4.7467 -1.1160
H -2.5004 3.7885 -1.5742
H 3.9881 -4.5512 2.4020
H 5.0654 -4.9801 1.4193
O 4.5156 -4.2264 1.6569
```

For the HOMO energy, the calculation gives -8.28 eV. As for the LUMO energy: 0.9 eV. The calculation puts the HOMO-LUMO gap at 9.1 eV. The spin multiplicity is 1. Its energy above the lowest of the compared OMol25 structures with the same formula, charge and spin is 43.4 kcal per mole. The total energy is -384.7889 Ha. As for the SMILES: CCCNCCN.O.

natural (NBO) population analysis, charges in e, atoms 1 to 5: -0.874 -0.205 -0.226 -0.646 -0.213

[3]
Density functional theory data (ωB97M-V with the def2-TZVPD basis set) for a 2-piece molecular cluster, C5H16N2O overall.

Geometry as XYZ:
```
24
C5H16N2O, DFT ωB97M-V with the def2-TZVPD basis set
C -1.2909 2.0348 -0.2952
O -1.2090 1.0705 -1.3256
C -1.5240 1.4642 1.1631
C -2.9295 0.8825 1.3003
H -2.1567 2.6860 -0.5548
H -0.3269 2.5751 -0.2756
H -1.4176 2.2400 1.9576
H -0.7535 0.7049 1.4029
H -3.0874 0.2511 2.1836
H -3.3193 0.2857 0.4312
H -3.5569 1.7567 1.3757
C 2.3930 -1.7340 -0.3962
N 2.2771 -2.6423 0.7796
C 1.1119 -0.8917 -0.5145
N 1.1233 0.1308 -1.5753
H 2.5451 -2.3833 -1.3313
H 3.2794 -1.0972 -0.2681
H 1.7244 -3.4062 0.4417
H 3.1570 -3.0608 0.9978
H 0.9606 -0.4293 0.4925
H 0.2788 -1.5824 -0.6852
H -0.2539 0.6835 -1.2469
H 1.9394 0.7608 -1.5305
H 1.0358 -0.2995 -2.5269
```

For the HOMO energy, the calculation gives -8.97 eV. As for the LUMO energy: 0.8 eV. The calculation puts the HOMO-LUMO gap at 9.7 eV. The spin multiplicity is 1. Its energy above the lowest of the compared OMol25 structures with the same formula, charge and spin is 28.0 kcal per mole. The total energy is -384.8134 Ha. As for the SMILES: CCCO.NCCN.

natural (NBO) population analysis, charges in e, atoms 1 to 5: -0.058 -0.779 -0.424 -0.617 0.168

[4]
Density functional theory data (ωB97M-V with the def2-TZVPD basis set) for a 3-piece molecular cluster, C5H16N2O overall.

Geometry as XYZ:
```
24
C5H16N2O, DFT ωB97M-V with the def2-TZVPD basis set
C 0.0974 0.5193 2.1551
N 0.5984 -0.5977 1.2733
C 0.0164 -2.6786 0.2946
C -0.4174 -1.2831 0.6261
C -1.0139 -0.4880 -0.6481
N -0.3386 0.7141 -1.0422
C -0.4429 0.8965 -2.5590
H -0.0901 0.0724 3.1760
H -0.8227 0.9769 1.6894
H 0.9160 1.2772 2.1331
H 1.0388 -0.0110 0.5164
H 0.0479 -3.2176 1.2226
H -0.8174 -3.1103 -0.2038
H 0.9038 -2.7821 -0.3047
H -1.2932 -1.2472 1.2861
H 1.3983 -0.3364 -1.1127
H -0.9443 -1.3278 -1.3819
H -2.0797 -0.2504 -0.3403
H -1.4368 0.8766 -2.8507
H 0.0515 1.7621 -2.7995
H 0.0534 0.1585 -3.1769
H 0.6721 1.8984 -0.3383
H 1.2188 3.3352 -0.0700
O 1.2410 2.4143 0.2156
```

For the HOMO energy, the calculation gives -8.65 eV. As for the LUMO energy: -1.7 eV. The calculation puts the HOMO-LUMO gap at 7.0 eV. The spin multiplicity is 1. Its energy above the lowest of the compared OMol25 structures with the same formula, charge and spin is 149.5 kcal per mole. The total energy is -384.6199 Ha.

natural (NBO) population analysis, charges in e, atoms 1 to 5: -0.433 -0.649 -0.613 -0.031 -0.303

[5]
Density functional theory data (ωB97M-V with the def2-TZVPD basis set) for a 2-piece molecular cluster, C5H16N2O overall.

Geometry as XYZ:
```
24
C5H16N2O, DFT ωB97M-V with the def2-TZVPD basis set
N 1.1651 -0.1893 0.0107
C -0.1410 -0.6818 -0.4119
C -1.2688 0.4363 -0.4354
C -0.9280 1.9210 -0.1112
C -0.5388 2.5519 -1.4791
C -0.5981 -1.8202 0.5058
N -1.3770 -2.8118 -0.2848
H 1.9807 -0.6089 -0.4045
H 1.1501 0.8191 0.0267
H -0.2127 -0.9457 -1.4733
H -1.7061 0.2759 -1.4150
H -2.0133 0.1781 0.3280
H -0.0723 1.8941 0.6023
H -1.7383 2.4488 0.3951
H 0.2019 1.9531 -2.0485
H -1.4254 2.4817 -2.1155
H -0.1422 3.5616 -1.3664
H 0.2219 -2.3185 1.0620
H -1.2671 -1.4199 1.2487
H -0.7289 -3.1401 -0.9943
H -1.6138 -3.6250 0.2713
H 3.7564 0.6930 1.5223
H 2.3263 0.2277 1.3520
O 2.9709 0.5108 2.0397
```

For the HOMO energy, the calculation gives -9.41 eV. As for the LUMO energy: 0.8 eV. The calculation puts the HOMO-LUMO gap at 10.2 eV. The spin multiplicity is 1. Its energy above the lowest of the compared OMol25 structures with the same formula, charge and spin is 27.2 kcal per mole. The total energy is -384.8147 Ha. As for the SMILES: CCC[C@@H](N)CN.O.

natural (NBO) population analysis, charges in e, atoms 1 to 5: -0.887 -0.058 -0.394 -0.403 -0.613

[6]
Density functional theory data (ωB97M-V with the def2-TZVPD basis set) for a 2-piece molecular cluster, C5H16N2O overall.

Geometry as XYZ:
```
24
C5H16N2O, DFT ωB97M-V with the def2-TZVPD basis set
C 2.1797 0.0664 -0.7618
C 0.6907 -0.2769 -0.8614
C -0.4235 0.7803 -0.7126
C -0.6860 1.5447 0.5407
C -2.8569 0.4855 1.1025
N -1.6094 0.7433 1.3634
N 0.5574 -1.1346 -2.3006
H 2.5946 0.4027 0.2654
H 2.8747 -0.8644 -0.9990
H 2.4568 0.9031 -1.5724
H 0.4621 -0.9974 -0.0242
H -1.3958 0.2629 -1.1696
H -0.0614 1.4757 -1.6061
H -1.0713 2.5164 0.1373
H 0.1339 1.6876 1.2245
H -3.4590 -0.1797 1.7097
H -3.4307 0.8543 0.2221
H -1.1961 0.1561 2.2144
H 1.4214 -0.9984 -2.9109
H -0.2150 -0.7196 -2.8316
H 0.5410 -2.0891 -2.1291
H 0.3762 -2.1242 3.3442
H 1.5036 -1.3448 2.6666
O 0.6130 -1.1502 3.0884
```

Its net charge is +2. For the HOMO energy, the calculation gives -18.38 eV. As for the LUMO energy: -8.3 eV. The calculation puts the HOMO-LUMO gap at 10.1 eV. The spin multiplicity is 1. Its energy above the lowest of the compared OMol25 structures with the same formula, charge and spin is 60.3 kcal per mole. The total energy is -384.1597 Ha.

natural (NBO) population analysis, charges in e, atoms 1 to 5: -0.702 -0.001 -0.448 -0.266 0.141

[7]
Density functional theory data (ωB97M-V with the def2-TZVPD basis set) for a 2-piece molecular cluster, C5H16N2O overall.

Geometry as XYZ:
```
24
C5H16N2O, DFT ωB97M-V with the def2-TZVPD basis set
C -1.3210 -1.3663 0.0109
C -1.0277 -0.1718 -0.8559
C 0.4292 0.3531 -0.7350
C 0.5870 1.3887 0.3688
C -0.0164 2.5538 0.3082
N 1.4187 1.0091 1.5172
N -1.2392 -0.5483 -2.3231
H -2.3875 -1.5954 0.0174
H -1.1177 -1.0994 1.0409
H -0.7903 -2.2669 -0.2905
H -1.6280 0.6989 -0.6952
H 0.7366 0.8232 -1.6686
H 1.1054 -0.4801 -0.5923
H -0.1576 3.1933 1.1662
H -0.4922 3.0154 -0.5505
H 1.0547 0.1410 1.9474
H 2.3716 0.8258 1.1895
H 1.5244 1.7530 2.2076
H -2.1287 -1.0508 -2.4184
H -1.3185 0.2955 -2.8889
H -0.5863 -1.2494 -2.6730
H 1.9692 -2.0395 2.6746
H 1.4789 -2.5013 1.3610
O 1.5355 -1.6815 1.8817
```

Its net charge is +2. For the HOMO energy, the calculation gives -18.27 eV. As for the LUMO energy: -6.5 eV. The calculation puts the HOMO-LUMO gap at 11.8 eV. The spin multiplicity is 1. Its energy above the lowest of the compared OMol25 structures with the same formula, charge and spin is 11.2 kcal per mole. The total energy is -384.2379 Ha.

natural (NBO) population analysis, charges in e, atoms 1 to 5: -0.654 -0.020 -0.477 0.106 -0.324

[8]
Density functional theory data (ωB97M-V with the def2-TZVPD basis set) for a 3-piece molecular cluster, C5H16N2O3 overall.

Geometry as XYZ:
```
26
C5H16N2O3, DFT ωB97M-V with the def2-TZVPD basis set
N -0.1922 0.3264 -2.3823
C 0.1510 0.0901 -0.9917
C -0.2044 -1.3199 -0.4559
C -1.6837 -1.6208 -0.5092
O -2.2972 -1.6855 -1.5470
C 1.6481 0.3405 -0.8198
N 2.0170 0.7199 0.5452
C 1.8271 2.1532 0.7675
H 0.2253 -0.3722 -2.9780
H -1.2064 0.2597 -2.5239
H -0.4051 0.7938 -0.3962
H 0.1520 -1.4029 0.5664
H 0.3157 -2.0685 -1.0517
H -2.2138 -1.7513 0.4530
H 2.1785 -0.5710 -1.0684
H 1.9391 1.1212 -1.5283
H 2.9954 0.4997 0.6845
H 0.7587 2.3899 0.7205
H 2.1824 2.4096 1.7603
H 2.3611 2.7675 0.0358
H 0.7139 -0.8741 3.0460
H 1.0195 0.2412 1.9940
O 0.4490 0.0078 2.7629
H -2.5458 0.9470 2.0669
H -1.1681 0.2710 1.9850
O -2.0035 0.3969 1.5012
```

For the HOMO energy, the calculation gives -8.98 eV. As for the LUMO energy: 0.7 eV. The calculation puts the HOMO-LUMO gap at 9.7 eV. The spin multiplicity is 1. Its energy above the lowest of the compared OMol25 structures with the same formula, charge and spin is 29.8 kcal per mole. The total energy is -535.3313 Ha. As for the SMILES: CNC[C@@H](N)CC=O.O.O.

natural (NBO) population analysis, charges in e, atoms 1 to 5: -0.831 -0.056 -0.536 0.454 -0.550